Entry 1:
ORCA calculation (ωB97M-V/def2-TZVPD) on an isolated ion of composition C6H17ClNSi and charge +1 in a non-equilibrium geometry.

Results
* SMILES string: CCC[Si@H](Cl)C[NH+](C)C
* LUMO: -2.9 eV
* relative energy (zero: lowest compared OMol25 entry of this formula, charge and spin): 51.5 kJ/mol
* charge: +1

Atoms and positions in Å:
C  -2.5211  -1.7045  -2.4885
C  -0.0967  2.2557  2.2568
C  1.9474  1.0356  2.3633
C  -1.2103  -1.8627  -1.6645
C  -0.1836  -0.9225  -2.1887
C  0.1804  0.3027  0.8221
N  0.9123  1.4411  1.4862
Si  1.1991  -0.4756  -1.0204
Cl  2.3960  -1.9317  -0.3018
H  -3.0454  -0.7639  -2.2691
H  -2.2093  -1.9973  -3.5142
H  -3.2509  -2.4415  -2.3514
H  -0.6760  1.3914  2.6947
H  0.4593  2.8722  3.0836
H  -0.6890  3.0033  1.5783
H  1.4845  0.7413  3.3475
H  2.5313  0.0884  1.8859
H  2.7145  1.8844  2.5262
H  -1.3946  -1.4990  -0.5130
H  -0.8543  -2.8303  -1.4704
H  -0.6602  0.0273  -2.4920
H  0.2466  -1.3052  -3.2228
H  -0.7058  0.6100  0.4571
H  -0.0985  -0.5812  1.4926
H  1.3439  1.9817  0.7760
H  2.1804  0.6804  -1.2735



Entry 2:
ORCA calculation (ωB97M-V/def2-TZVPD) on a 3-piece molecular cluster, C4H13O4 overall in a non-equilibrium geometry.

Results
* LUMO: 4.0 eV
* relative energy (zero: lowest compared OMol25 entry of this formula, charge and spin): 116.5 kJ/mol
* charge: -1

Atoms and positions in Å:
C  -0.3786  -0.2766  -2.0512
O  -0.1836  -1.3617  -1.1609
C  -0.2357  1.1593  -1.4643
C  0.9757  1.3336  -0.5453
C  0.7133  1.1563  0.9370
O  0.1550  -0.0844  1.1435
H  0.3809  -0.3372  -2.8598
H  -1.3315  -0.5138  -2.5518
H  -0.0074  -0.9868  -0.0661
H  -1.1898  1.3423  -0.9587
H  -0.1035  1.8379  -2.3146
H  1.8001  0.6590  -0.7894
H  1.3648  2.3522  -0.7085
H  0.0404  1.9477  1.3465
H  1.6017  1.3810  1.5649
H  0.2720  -2.5594  0.8741
H  0.9645  -1.9958  2.2255
O  0.8106  -2.7414  1.6519
H  -1.4061  -1.2285  2.2815
H  -1.9726  -0.2208  1.3920
O  -2.2702  -0.8628  2.0535



Entry 3:
ORCA calculation (ωB97M-V/def2-TZVPD) on a 5-piece molecular cluster, C18H31FO15 overall in a non-equilibrium geometry.

Results
* SMILES string: O=C1OC[C@@H](F)O1.CCOC(=O)OC.CCOC(=O)OC.CCOC(=O)OC.O=C1OCCO1
* LUMO: 0.4 eV

Atoms and positions in Å:
C  22.3931  13.1334  8.7900
C  22.0931  11.6434  8.9338
O  22.5782  11.1237  7.6859
C  22.5523  12.1122  6.7606
O  22.6619  11.9661  5.5904
O  22.3758  13.3123  7.3659
H  23.4072  13.3200  9.1430
H  21.6740  13.7819  9.2766
H  21.0499  11.3645  9.0853
H  22.6695  11.2134  9.7527
C  19.2889  14.7665  8.0119
C  18.1848  13.9539  8.6566
O  18.8187  12.7724  9.1819
C  18.0562  11.8813  9.8031
O  16.8547  11.8601  9.8382
O  18.8739  10.9925  10.3642
C  18.2374  9.8341  10.9193
H  20.0207  14.1844  7.4570
H  19.7865  15.4255  8.7220
H  18.8295  15.4396  7.2783
H  17.3522  13.7599  7.9856
H  17.7882  14.5215  9.5028
H  17.5353  10.1127  11.6976
H  19.0506  9.1887  11.2376
H  17.7130  9.2891  10.1287
C  25.4430  9.5919  11.3556
C  24.1979  9.3535  12.1681
O  23.4021  10.5493  12.1525
C  22.7544  10.8651  13.2690
O  22.8837  10.3432  14.3419
O  21.9050  11.8513  12.9659
C  21.1126  12.3687  14.0397
H  25.1922  9.7786  10.3083
H  26.0437  8.6797  11.3540
H  26.0351  10.4218  11.7325
H  24.4366  9.0465  13.1864
H  23.5893  8.5387  11.7664
H  21.0895  11.7066  14.8976
H  20.1203  12.5405  13.6319
H  21.5302  13.3350  14.3293
C  18.2492  5.2885  11.0605
C  19.1340  6.4319  11.4734
O  20.3806  6.2887  10.7882
C  20.9541  7.4068  10.3377
O  20.5796  8.5359  10.5324
O  22.0303  7.0606  9.6424
C  22.6956  8.1314  8.9813
H  17.9703  5.3207  10.0079
H  17.2976  5.2877  11.6007
H  18.7269  4.3387  11.3040
H  19.3057  6.4116  12.5504
H  18.6854  7.3930  11.2285
H  23.3757  7.6361  8.2966
H  23.2029  8.8096  9.6637
H  21.9960  8.7378  8.4060
C  26.6881  15.2894  9.8211
C  26.4938  13.9830  9.0511
O  25.5242  14.3431  8.1109
C  25.4552  15.6989  7.9830
O  24.8120  16.2746  7.1860
O  26.2582  16.2911  8.9125
F  25.9870  13.0267  9.8808
H  27.6467  15.4621  10.2970
H  25.9515  15.2493  10.6350
H  27.3714  13.5689  8.5574



Entry 4:
ORCA calculation (ωB97M-V/def2-TZVPD) on C33H26AsCrN4O11S2Se2 as an isolated structure.

Results
* LUMO (alpha / beta): -1.1 / -1.2 eV
* spin multiplicity: 4
* relative energy (zero: lowest compared OMol25 entry of this formula, charge and spin): 0.0 kJ/mol

Atoms and positions in Å:
Cr  -0.0478  -2.0000  -0.4880
O  -0.9519  0.8823  -5.4008
C  -2.0099  1.0620  -4.6237
O  -2.9832  1.6755  -4.9790
C  -1.9623  0.4423  -3.2717
C  -2.9587  0.5806  -2.3279
N  -2.5883  -0.1155  -1.2508
N  -1.3940  -0.6867  -1.4224
C  -0.9990  -0.3530  -2.6433
C  0.3199  -0.9067  -3.0682
O  0.7732  -0.6657  -4.1753
O  0.8662  -1.6699  -2.1829
H  -0.2507  0.3324  -4.9616
H  -3.8695  1.1523  -2.3686
H  -3.0651  -0.2096  -0.3713
O  2.1869  -1.9117  2.3783
As  2.6510  -2.8457  0.9599
O  3.5219  -4.1328  1.4369
O  1.1729  -3.2452  0.1923
C  3.6710  -1.7624  -0.2685
C  4.8226  -2.4141  -0.6950
C  5.6280  -1.8535  -1.6779
C  5.2810  -0.6457  -2.2500
C  4.1392  0.0191  -1.8301
C  3.3449  -0.5312  -0.8385
S  1.9720  0.4482  -0.3055
O  2.4594  1.2917  0.7551
O  1.4017  1.1117  -1.4502
O  1.0141  -0.5792  0.2755
H  2.6624  -2.3277  3.1111
H  5.0701  -3.3678  -0.2466
H  6.5206  -2.3732  -2.0006
H  5.8957  -0.2154  -3.0299
H  3.8457  0.9605  -2.2765
Se  -3.4522  -3.4925  -0.4636
Se  -2.2839  -4.4809  1.2739
C  -1.7136  -2.8724  2.1531
C  -1.9740  -2.8072  3.5120
C  -1.6807  -1.6428  4.1989
C  -1.1842  -0.5672  3.4899
C  -0.9245  -0.7256  2.1431
N  -1.1430  -1.8702  1.4688
C  -2.1733  -4.0006  -1.8040
C  -2.5926  -4.8060  -2.8476
C  -1.6357  -5.3378  -3.6980
C  -0.3012  -5.0913  -3.4359
C  0.0311  -4.2572  -2.3852
N  -0.8910  -3.6741  -1.6052
H  -2.4353  -3.6502  4.0069
H  -1.8737  -1.5709  5.2615
H  -0.9814  0.3883  3.9509
H  -0.4926  0.0871  1.5817
H  -3.6416  -5.0387  -2.9595
H  -1.9322  -5.9674  -4.5266
H  0.4849  -5.5220  -4.0389
H  1.0599  -4.0181  -2.1591
O  -2.0729  2.6029  -0.1628
S  -0.8141  2.5484  0.6410
C  -0.0131  4.1466  0.5425
C  1.3476  4.2477  0.7655
C  1.9378  5.5039  0.6901
C  1.1729  6.6196  0.3792
C  -0.1904  6.4888  0.1317
C  -0.7926  5.2448  0.2111
C  -1.2920  2.6648  2.3684
C  -0.3093  2.7190  3.3523
C  -0.6939  2.7308  4.6841
C  -2.0415  2.6691  5.0258
C  -3.0081  2.6048  4.0337
C  -2.6345  2.6028  2.6950
H  1.9425  3.3582  0.9666
H  3.0017  5.6042  0.8598
H  1.6427  7.5922  0.3147
H  -0.7832  7.3559  -0.1291
H  -1.8462  5.1062  0.0019
H  0.7380  2.7597  3.0820
H  0.0602  2.7901  5.4588
H  -2.3359  2.6766  6.0675
H  -4.0563  2.5643  4.3008
H  -3.3685  2.5702  1.8982



Entry 5:
ORCA calculation (ωB97M-V/def2-TZVPD) on one molecule with the formula C2H6N2O2 in a non-equilibrium geometry.

Results
* SMILES string: N/C(=C/O)NO
* LUMO: 0.7 eV
* relative energy (zero: lowest compared OMol25 entry of this formula, charge and spin): 336.2 kJ/mol

Atoms and positions in Å:
N  -0.8023  0.8955  0.5878
C  -0.1017  -0.2614  0.2200
N  -0.8856  -1.3961  0.0712
C  1.1762  -0.1821  -0.2045
O  -1.9070  1.1055  -0.2763
O  1.8928  1.0083  -0.0807
H  -1.5642  0.9193  -1.2114
H  2.8326  0.8349  0.0090
H  -0.2086  1.7219  0.5698
H  -0.3926  -2.2677  0.1892
H  -1.7944  -1.3003  0.5045
H  1.7548  -1.0777  -0.3787



Entry 6:
ORCA calculation (ωB97M-V/def2-TZVPD) on a 2-piece molecular cluster, C4H8O3 overall in a non-equilibrium geometry.

Results
* LUMO (alpha / beta): -0.7 / 0.1 eV
* relative energy (zero: lowest compared OMol25 entry of this formula, charge and spin): 570.8 kJ/mol

Atoms and positions in Å:
C  2.0423  0.2255  0.2146
O  0.6331  0.4111  0.2721
C  -0.1777  -0.8368  0.0605
O  0.3014  -1.7419  -0.6107
C  -1.3946  -0.5934  0.6442
C  -0.5403  1.2522  -1.0113
O  -2.4682  -1.4280  0.4678
H  2.3363  -0.3843  1.0771
H  2.5001  1.2137  0.2983
H  2.3518  -0.2799  -0.7038
H  -1.5309  0.1741  1.3925
H  0.0802  2.1402  -0.9364
H  -1.5858  1.4171  -0.7874
H  -0.3511  0.6182  -1.8718
H  -2.1659  -2.1648  -0.0827



Entry 7:
ORCA calculation (ωB97M-V/def2-TZVPD) on a 2-piece molecular cluster, C2H6N3O overall in a non-equilibrium geometry.

Results
* LUMO: -3.8 eV
* relative energy (zero: lowest compared OMol25 entry of this formula, charge and spin): 396.3 kJ/mol
* charge: +1

Atoms and positions in Å:
C  -0.6150  0.8166  -0.1985
C  0.5011  -1.6756  1.1849
N  0.2867  1.1413  -0.8569
N  -1.6586  0.8123  0.4794
N  1.2683  0.6707  -1.5984
O  0.4877  -1.1087  0.1409
H  0.0625  -2.6201  1.3037
H  1.0245  -1.2262  2.0599
H  -2.5430  1.1594  0.0765
H  -1.6637  0.8338  1.5009
H  1.7503  1.4003  -2.0968
H  1.0991  -0.2038  -1.9955



Entry 8:
ORCA calculation (ωB97M-V/def2-TZVPD) on one molecule with the formula C4H4O3.

Results
* SMILES string: CC(=O)C(=O)C=O
* LUMO: -1.0 eV
* relative energy (zero: lowest compared OMol25 entry of this formula, charge and spin): 122.3 kJ/mol

Atoms and positions in Å:
C  -1.6239  0.2488  -0.4852
C  -0.3644  -0.5642  -0.4185
O  -0.0613  -1.4603  -1.1704
C  0.5892  -0.2608  0.7420
O  0.2634  -0.3913  1.8987
C  1.9984  0.2127  0.3874
O  2.2788  0.5991  -0.7174
H  -2.1534  0.1934  0.4718
H  -2.2580  -0.1115  -1.2969
H  -1.3657  1.3008  -0.6579
H  2.6969  0.2334  1.2462



DFT total energy (eV)
-28380.607 -12549.025 -52599.171 -304752.840 -9243.833 -10415.088 -8679.109 -10353.944
M (g/mol)
166.75 125.14 506.43 1003.56 90.08 104.10 88.09 100.07